[1]
DFT (ωB97M-V/def2-TZVPD) results for the molecule C7H5N3O2.

Values from the calculation:
- Energy above the lowest of the compared OMol25 structures with the same formula, charge and spin: 44.4 kcal per mole
- Kohn-Sham gap: 8.34 eV
- LUMO: -0.01 eV
- Molar mass: 163.14 g/mol
- Spin multiplicity: 1
- E_tot: -15903.5769 eV

Positions of all 17 atoms, in Å:
O  3.03  1.23  -0.06
C  2.08  0.53  -0.09
N  0.83  1.18  -0.18
C  -0.30  0.51  -0.30
C  -1.53  1.06  0.08
C  -2.75  0.42  0.25
C  -2.60  -0.99  -0.05
N  -1.38  -1.66  -0.13
C  -0.28  -0.95  -0.26
N  0.95  -1.64  0.01
C  2.07  -0.99  -0.07
O  3.22  -1.52  0.16
H  1.10  2.26  0.20
H  -1.41  2.19  0.02
H  -3.55  1.07  0.41
H  -3.48  -1.73  -0.28
H  4.00  -0.98  0.29



[2]
DFT (ωB97M-V/def2-TZVPD) results for a 6-piece molecular cluster, H12O6 overall.

Values from the calculation:
- Energy above the lowest of the compared OMol25 structures with the same formula, charge and spin: 63.7 kcal per mole
- Kohn-Sham gap: 10.20 eV
- LUMO: 0.20 eV
- Molar mass: 108.09 g/mol
- Spin multiplicity: 1
- E_tot: -12478.3502 eV

Positions of all 18 atoms, in Å:
O  1.40  -0.42  1.63
H  0.47  -0.30  1.94
H  1.45  0.29  0.91
O  1.03  2.33  -0.28
H  0.27  2.04  0.50
H  0.49  1.54  -0.82
O  -0.96  0.97  1.12
H  -1.60  1.39  1.66
H  -1.55  0.28  0.53
O  -2.05  -0.83  -0.47
H  -1.83  -0.61  -1.53
H  -1.30  -1.51  -0.31
O  0.59  -2.02  -0.23
H  0.76  -1.45  0.66
H  1.06  -2.86  -0.23
O  0.06  0.15  -1.67
H  0.68  0.46  -2.55
H  0.52  -0.70  -1.53



[3]
DFT (ωB97M-V/def2-TZVPD) results for C23H22BF4N5O3OsS as an isolated structure.

Values from the calculation:
- Total charge: +2
- Energy above the lowest of the compared OMol25 structures with the same formula, charge and spin: 14.3 kcal per mole
- Kohn-Sham gap (spin up / spin down): 7.87 / 5.28 eV
- LUMO (spin up / spin down): -6.47 / -9.07 eV
- Molar mass: 725.56 g/mol
- Spin multiplicity: 5
- E_tot: -62640.7590 eV
- Expectation value of S²: 6.02

Positions of all 60 atoms, in Å:
Os  -1.28  -0.45  0.04
C  -3.20  -2.77  -0.38
N  -3.13  -1.31  -0.65
C  -3.45  -0.91  -2.06
C  -2.75  0.38  -2.31
N  -1.72  0.74  -1.55
C  -1.23  1.96  -2.04
C  -0.19  2.77  -1.62
C  0.02  3.93  -2.34
C  -0.79  4.27  -3.44
C  -1.83  3.47  -3.85
C  -2.03  2.31  -3.12
N  -2.98  1.27  -3.25
C  -2.33  -3.02  0.80
N  -1.39  -2.14  1.15
C  -0.78  -2.62  2.33
C  0.21  -2.08  3.14
C  0.58  -2.83  4.24
C  -0.01  -4.08  4.51
C  -1.01  -4.60  3.71
C  -1.37  -3.84  2.62
N  -2.35  -4.04  1.63
H  -2.83  -3.32  -1.25
H  -4.23  -3.09  -0.20
H  -3.77  -0.80  -0.03
H  -4.53  -0.83  -2.20
H  -3.07  -1.68  -2.74
H  0.41  2.51  -0.76
H  0.82  4.59  -2.05
H  -0.59  5.19  -3.97
H  -2.45  3.74  -4.70
H  -3.71  1.23  -3.94
H  0.65  -1.12  2.93
H  1.34  -2.46  4.90
H  0.31  -4.63  5.38
H  -1.47  -5.56  3.94
H  -2.98  -4.84  1.59
F  -3.60  0.97  0.63
B  -2.69  1.41  1.68
F  -2.24  0.17  2.26
F  -1.54  1.89  0.99
F  -3.24  2.27  2.54
C  6.54  2.55  -0.14
C  5.27  1.76  -0.16
C  5.21  0.51  -0.77
C  4.04  -0.23  -0.77
C  2.92  0.31  -0.17
C  2.93  1.56  0.44
C  4.12  2.27  0.44
S  1.49  -0.67  -0.14
O  1.75  -1.95  0.43
O  0.76  -0.70  -1.42
O  0.47  0.13  0.75
H  7.36  2.03  -0.64
H  6.85  2.76  0.88
H  6.41  3.52  -0.63
H  6.10  0.10  -1.24
H  4.01  -1.22  -1.23
H  2.05  1.96  0.92
H  4.16  3.25  0.91



[4]
DFT (ωB97M-V/def2-TZVPD) results for the molecule C16H31N3O3.

Values from the calculation:
- Energy above the lowest of the compared OMol25 structures with the same formula, charge and spin: 0.8 kcal per mole
- Kohn-Sham gap: 9.34 eV
- LUMO: 0.68 eV
- Molar mass: 313.44 g/mol
- Spin multiplicity: 1
- E_tot: -27709.6486 eV

Positions of all 53 atoms, in Å:
C  0.25  -4.01  -0.67
C  -0.60  -3.61  0.53
C  -0.62  -2.10  0.76
C  -1.41  -1.34  -0.31
N  -1.57  0.06  0.03
C  -2.72  0.67  -0.62
C  -4.01  0.37  0.15
C  -5.25  1.01  -0.49
C  -5.26  2.53  -0.37
C  -0.33  0.82  -0.08
C  0.15  1.21  1.33
O  -0.88  1.85  2.03
C  1.34  2.18  1.26
N  2.43  1.62  0.49
C  2.74  2.07  -0.80
O  2.21  2.98  -1.37
N  3.74  1.27  -1.25
C  4.14  0.26  -0.30
C  5.59  0.44  0.16
C  3.90  -1.15  -0.83
C  3.18  0.55  0.86
O  3.11  -0.06  1.90
H  0.29  -5.10  -0.76
H  1.27  -3.65  -0.56
H  -0.16  -3.62  -1.60
H  -0.19  -4.09  1.42
H  -1.62  -3.97  0.39
H  -1.09  -1.89  1.73
H  0.41  -1.73  0.80
H  -0.91  -1.45  -1.29
H  -2.40  -1.79  -0.39
H  -2.83  0.34  -1.66
H  -2.57  1.75  -0.63
H  -4.16  -0.71  0.20
H  -3.91  0.73  1.18
H  -6.14  0.61  0.01
H  -5.30  0.73  -1.54
H  -6.20  2.93  -0.75
H  -4.45  2.98  -0.93
H  -5.17  2.83  0.67
H  -0.48  1.74  -0.66
H  0.44  0.24  -0.59
H  0.47  0.31  1.87
H  -1.68  1.34  1.83
H  1.68  2.39  2.28
H  1.04  3.10  0.77
H  4.18  1.41  -2.14
H  5.76  1.47  0.48
H  6.28  0.20  -0.65
H  5.79  -0.22  1.00
H  4.60  -1.38  -1.63
H  4.03  -1.87  -0.03
H  2.88  -1.24  -1.22



[5]
DFT (ωB97M-V/def2-TZVPD) results for the molecule C3H6Cl2OSi.

Values from the calculation:
- Energy above the lowest of the compared OMol25 structures with the same formula, charge and spin: 91.9 kcal per mole
- Kohn-Sham gap: 10.73 eV
- LUMO: 0.67 eV
- Molar mass: 157.07 g/mol
- Spin multiplicity: 1
- E_tot: -38176.7431 eV

Positions of all 13 atoms, in Å:
C  -1.90  0.82  0.75
C  -1.62  0.37  -0.45
C  -0.33  -0.20  -0.86
Cl  -0.55  -1.94  -0.70
Cl  -0.16  0.22  -2.62
O  0.85  0.19  -0.26
Si  2.35  -0.31  0.44
H  -2.87  1.34  1.07
H  -1.09  0.81  1.48
H  -2.27  0.24  -1.20
H  3.36  -0.70  -0.37
H  1.78  -1.40  1.14
H  2.48  0.57  1.60



[6]
DFT (ωB97M-V/def2-TZVPD) results for C58H59F5N9RbS as an isolated structure.

Values from the calculation:
- Total charge: -2
- Energy above the lowest of the compared OMol25 structures with the same formula, charge and spin: 21.4 kcal per mole
- Kohn-Sham gap: 4.97 eV
- LUMO: 3.61 eV
- Molar mass: 1094.70 g/mol
- Spin multiplicity: 1
- E_tot: -99596.4275 eV

Positions of all 133 atoms, in Å:
Rb  0.05  0.23  -0.21
C  3.90  -4.36  3.05
C  4.69  -3.64  1.95
C  4.04  -2.37  1.47
C  4.35  -1.09  1.82
C  5.36  -0.64  2.84
C  6.72  -0.31  2.20
C  3.51  -0.22  1.00
C  3.59  1.18  0.97
C  2.94  2.06  0.10
C  3.07  3.52  0.12
C  3.94  4.31  1.05
C  3.26  4.56  2.40
C  2.22  3.99  -0.84
C  1.60  2.80  -1.45
C  0.65  2.84  -2.48
C  -0.03  1.76  -3.07
N  0.16  0.47  -2.76
C  -0.73  -0.26  -3.44
C  -0.90  -1.64  -3.30
C  -0.19  -2.52  -2.47
N  0.77  -2.17  -1.60
C  1.29  -3.30  -1.07
C  2.35  -3.35  -0.16
C  3.00  -2.27  0.45
N  2.70  -0.97  0.23
C  0.57  -4.46  -1.60
C  -0.36  -3.98  -2.46
C  -1.37  -4.75  -3.26
C  -0.93  -4.97  -4.71
C  0.77  -5.88  -1.16
C  -0.07  -6.19  0.08
C  -1.53  0.61  -4.31
C  -1.09  1.88  -4.09
C  -1.60  3.14  -4.70
C  -2.74  3.76  -3.89
C  -2.60  0.17  -5.27
C  -1.99  -0.44  -6.54
N  2.07  1.69  -0.86
C  1.93  5.42  -1.18
C  2.56  5.87  -2.50
H  4.42  -5.26  3.38
H  3.76  -3.72  3.93
H  2.91  -4.65  2.69
H  5.69  -3.41  2.33
H  4.81  -4.32  1.11
H  4.98  0.24  3.36
H  5.50  -1.42  3.60
H  6.58  0.41  1.40
H  7.42  0.09  2.93
H  7.16  -1.21  1.76
H  4.28  1.63  1.68
H  4.87  3.76  1.22
H  4.21  5.26  0.59
H  2.87  3.62  2.79
H  3.95  4.98  3.13
H  2.42  5.24  2.29
H  0.37  3.83  -2.83
H  -1.67  -2.10  -3.92
H  2.68  -4.34  0.14
H  -1.54  -5.72  -2.79
H  -2.32  -4.22  -3.24
H  -0.03  -5.59  -4.75
H  -1.71  -5.47  -5.29
H  -0.70  -4.02  -5.19
H  0.51  -6.57  -1.97
H  1.83  -6.05  -0.93
H  -1.13  -6.07  -0.14
H  0.09  -7.22  0.44
H  0.18  -5.50  0.88
H  -0.78  3.87  -4.79
H  -1.95  2.95  -5.72
H  -2.39  4.00  -2.88
H  -3.12  4.67  -4.35
H  -3.57  3.05  -3.79
H  -3.24  -0.57  -4.78
H  -3.23  1.02  -5.54
H  -1.33  -1.26  -6.29
H  -2.77  -0.80  -7.22
H  -1.40  0.31  -7.08
H  0.85  5.55  -1.24
H  2.29  6.06  -0.38
H  2.25  5.21  -3.32
H  2.27  6.89  -2.75
H  3.65  5.83  -2.44
C  -2.00  -2.13  1.26
N  -1.03  -2.64  2.26
C  0.36  -2.24  2.08
C  0.77  -0.97  2.77
N  0.15  0.17  2.70
C  0.80  1.00  3.58
C  0.54  2.32  3.94
C  1.34  2.91  4.90
C  2.39  2.21  5.51
C  2.67  0.90  5.16
C  1.86  0.31  4.20
N  1.80  -0.96  3.68
C  -3.05  -1.25  1.88
N  -2.88  -0.05  2.37
C  -4.10  0.31  2.89
C  -4.47  1.49  3.54
C  -5.78  1.59  3.98
C  -6.70  0.55  3.79
C  -6.35  -0.62  3.14
C  -5.04  -0.72  2.69
N  -4.33  -1.71  2.07
H  -1.48  -1.62  0.46
H  -2.52  -2.99  0.81
H  -1.34  -2.39  3.19
H  1.00  -3.04  2.48
H  0.57  -2.16  1.02
H  -0.26  2.87  3.45
H  1.16  3.94  5.19
H  2.99  2.71  6.26
H  3.48  0.36  5.63
H  2.53  -1.66  3.71
H  -3.76  2.29  3.67
H  -6.11  2.49  4.48
H  -7.72  0.67  4.15
H  -7.07  -1.41  2.98
H  -4.72  -2.49  1.57
F  -5.06  4.63  -0.88
C  -5.01  3.29  -1.01
C  -3.86  2.59  -0.71
F  -2.78  3.26  -0.27
C  -3.82  1.23  -0.86
F  -2.67  0.61  -0.56
C  -4.92  0.45  -1.26
S  -4.88  -1.25  -1.36
C  -6.06  1.21  -1.59
F  -7.17  0.60  -2.02
C  -6.11  2.59  -1.47
F  -7.23  3.26  -1.80



[7]
DFT (ωB97M-V/def2-TZVPD) results for the molecule C5H8O2.

Values from the calculation:
- Energy above the lowest of the compared OMol25 structures with the same formula, charge and spin: 22.9 kcal per mole
- Kohn-Sham gap: 11.36 eV
- LUMO: 0.99 eV
- Molar mass: 100.12 g/mol
- Spin multiplicity: 1
- E_tot: -9408.8383 eV

Positions of all 15 atoms, in Å:
C  1.22  -0.89  0.21
C  0.18  0.20  0.08
O  -0.76  0.17  1.16
C  -1.61  -0.87  1.15
O  -1.75  -1.67  0.26
C  -0.33  0.65  -1.25
C  0.50  1.57  -0.39
H  0.92  -1.80  -0.30
H  1.38  -1.14  1.27
H  2.18  -0.56  -0.20
H  -2.17  -0.89  2.09
H  0.12  0.22  -2.14
H  -1.39  0.86  -1.34
H  1.53  1.77  -0.69
H  -0.02  2.39  0.10